The following is a quantum chemistry calculation of 11 unconnected molecules or ions with the total composition C34H67FNO10, from the Open Molecules 2025 dataset.

Properties
E_LUMO: -4.4213 eV
HOMO: -10.89 eV
Gap between HOMO and LUMO: 6.47 eV
Total charge: +1
Total energy: -2242.42410 Ha

```
113
Properties=species:S:1:pos:R:3:forces:R:3:lowdin_charge:R:1
F -4.704680 -0.816516 0.520506 0.91 0.65 -0.09 0.03
C -3.894810 -0.364232 1.529923 -0.64 -0.95 3.30 -0.26
C -2.389400 -0.719795 1.486395 0.49 0.54 -0.77 0.10
N -1.656925 0.335394 1.593162 -1.76 -0.60 0.96 0.14
C -2.521066 1.546880 1.628633 -0.70 1.95 -1.83 -0.10
C -3.997451 1.153036 1.971039 1.62 -0.96 -1.96 -0.03
H -4.226885 -0.913487 2.447853 0.17 -0.06 -0.66 0.16
H -1.929119 -1.722410 1.405800 -0.49 0.58 0.01 0.17
H -0.631489 0.373530 1.634734 -0.25 -0.12 -0.38 0.17
H -2.601855 1.788456 0.539231 0.42 0.21 0.72 0.14
H -2.103624 2.466930 2.072304 0.11 -0.91 0.28 0.15
H -4.624294 1.631940 1.196680 0.04 0.05 0.86 0.13
H -4.343030 1.316576 3.005183 0.24 -0.25 -0.63 0.13
C -0.230001 -0.601921 -2.160107 -0.24 0.07 0.31 -0.01
C 0.870953 0.028172 -1.347502 0.30 0.13 0.00 -0.48
O 0.639859 0.544749 -0.265485 -0.28 -0.14 0.19 0.02
C 2.252525 -0.009518 -1.924998 -0.21 0.30 0.21 -0.01
H -1.178690 -0.505245 -1.628477 0.02 0.01 -0.05 0.06
H -0.314879 -0.098028 -3.123966 0.08 -0.16 -0.07 0.09
H -0.017753 -1.661216 -2.313672 0.07 0.05 -0.19 0.09
H 2.269738 0.518771 -2.881724 -0.02 -0.17 -0.10 0.09
H 2.567558 -1.045061 -2.062194 -0.01 0.15 -0.16 0.07
H 2.946198 0.477821 -1.241265 -0.03 -0.07 -0.02 0.09
C 6.155652 -1.369819 -0.615399 -0.21 0.24 -0.24 -0.01
C 5.064172 -2.403845 -0.576577 -0.10 -0.02 -0.08 -0.48
O 4.044817 -2.272684 -1.226709 0.21 -0.18 0.18 0.03
C 5.288192 -3.605268 0.300120 -0.34 -0.11 -0.05 -0.01
H 5.865999 -0.559962 -1.285506 0.01 -0.07 -0.01 0.08
H 6.311824 -0.961554 0.384238 0.18 -0.18 0.05 0.07
H 7.079403 -1.818033 -0.984880 0.06 0.01 0.19 0.09
H 5.413870 -3.287705 1.337212 0.22 0.01 -0.04 0.08
H 6.175415 -4.147202 -0.031325 0.09 0.08 0.15 0.09
H 4.425877 -4.268403 0.234553 0.05 0.04 -0.03 0.08
C -2.662119 4.264856 -2.062780 -0.26 0.08 0.24 -0.02
C -1.560372 4.861200 -1.222598 0.13 0.13 0.32 -0.51
O -1.796247 5.383416 -0.153017 -0.08 -0.21 -0.09 0.05
C -0.160449 4.773441 -1.763475 0.03 0.23 0.26 -0.01
H -3.616834 4.393198 -1.552178 0.05 0.03 -0.03 0.08
H -2.709611 4.770537 -3.028247 0.08 -0.17 -0.08 0.09
H -2.481797 3.197691 -2.212029 0.07 0.04 -0.22 0.07
H -0.092173 5.298765 -2.717655 0.06 -0.27 -0.07 0.06
H 0.122085 3.725920 -1.891533 0.00 0.03 -0.23 0.08
H 0.527032 5.239008 -1.057265 -0.06 -0.02 0.00 0.07
C -5.974749 -4.547807 5.053261 0.23 -0.07 0.20 -0.02
C -4.784319 -4.382333 4.145687 0.23 -0.08 0.23 -0.50
O -3.650596 -4.469109 4.564461 -0.12 0.15 -0.11 0.07
C -5.058039 -4.101155 2.689614 0.31 0.16 -0.02 -0.03
H -5.631574 -4.744519 6.068043 -0.01 0.01 -0.06 0.08
H -6.571349 -3.633637 5.054777 -0.16 -0.12 -0.10 0.09
H -6.583375 -5.389702 4.719315 -0.15 0.14 -0.04 0.09
H -5.614167 -3.164704 2.591254 -0.24 -0.13 -0.03 0.08
H -5.628727 -4.919612 2.248890 -0.11 0.13 -0.04 0.10
H -4.111809 -4.011111 2.157700 -0.03 -0.16 0.05 0.05
C -3.865425 -3.460218 -0.858743 0.01 0.00 0.24 -0.03
C -3.187267 -4.806824 -0.829582 0.11 -0.29 0.20 -0.50
O -3.058227 -5.412497 0.211086 0.00 0.16 -0.13 0.07
C -2.677198 -5.358232 -2.135005 0.06 -0.24 0.16 -0.02
H -4.180135 -3.198172 0.148985 -0.04 -0.05 -0.08 0.04
H -3.168823 -2.700415 -1.221656 -0.11 0.01 -0.22 0.07
H -4.745817 -3.492218 -1.502380 0.10 0.13 -0.12 0.10
H -1.932416 -4.682465 -2.560003 -0.13 0.05 -0.13 0.08
H -3.504769 -5.484402 -2.835326 0.07 0.15 -0.09 0.09
H -2.213132 -6.327910 -1.960928 -0.03 0.06 0.01 0.09
C 4.449320 0.640311 2.796958 -0.07 -0.24 -0.22 -0.02
C 5.769390 0.095274 3.280939 0.17 -0.22 0.00 -0.50
O 6.196275 -0.967725 2.883406 -0.13 0.12 -0.04 0.05
C 6.534852 0.925669 4.276288 0.21 -0.22 -0.01 -0.02
H 4.007442 -0.057965 2.085359 0.04 0.02 0.03 0.07
H 3.766983 0.764037 3.639881 0.04 0.19 -0.01 0.08
H 4.602450 1.600212 2.300049 -0.07 0.08 0.16 0.09
H 5.941734 1.061907 5.182327 -0.02 0.18 -0.06 0.09
H 6.777008 1.897553 3.842513 -0.14 0.07 0.11 0.09
H 7.461429 0.415716 4.536060 -0.06 0.01 -0.03 0.09
C 1.802093 6.119871 -6.860857 -0.06 0.25 0.23 -0.02
C 1.267516 5.156271 -5.834615 -0.11 0.02 0.18 -0.49
O 0.840982 5.540695 -4.765700 0.05 0.02 -0.15 0.05
C 1.282749 3.691107 -6.182517 -0.12 0.05 0.23 -0.02
H 1.730021 7.136339 -6.475847 0.00 -0.06 -0.01 0.08
H 2.849348 5.896321 -7.071394 -0.06 -0.07 -0.16 0.09
H 1.216415 6.048642 -7.778978 0.15 -0.09 -0.07 0.09
H 2.306579 3.360367 -6.359549 -0.06 -0.04 -0.15 0.07
H 0.674615 3.513398 -7.071768 0.17 -0.02 -0.10 0.09
H 0.869617 3.117620 -5.353796 0.06 0.02 -0.04 0.08
C 3.253506 5.747684 0.940530 0.14 -0.07 0.24 -0.03
C 4.464384 5.841954 0.047436 0.33 -0.04 0.07 -0.51
O 5.577984 5.631515 0.472977 -0.17 -0.02 -0.04 0.07
C 4.229064 6.207458 -1.395879 0.28 -0.01 -0.05 -0.02
H 3.567570 5.478104 1.948439 0.01 0.03 -0.06 0.08
H 2.741150 6.710637 0.977383 -0.15 -0.09 -0.11 0.09
H 2.575129 4.978950 0.564587 -0.13 0.15 -0.06 0.07
H 3.759367 7.190588 -1.459778 -0.16 -0.10 -0.05 0.09
H 3.589569 5.460543 -1.870903 -0.15 0.14 0.00 0.08
H 5.183062 6.238819 -1.920680 -0.04 -0.01 0.05 0.08
C 2.006643 -0.264237 -7.917010 -0.21 0.10 0.23 -0.02
C 3.107382 0.333633 -7.079933 0.00 0.08 0.22 -0.50
O 2.870760 0.882925 -6.024070 -0.02 -0.10 -0.09 0.04
C 4.513268 0.221669 -7.607774 0.09 0.17 0.26 -0.02
H 1.049334 -0.111872 -7.419244 0.06 0.00 -0.02 0.08
H 1.976648 0.220661 -8.894275 0.08 -0.17 -0.07 0.09
H 2.172801 -1.335656 -8.040798 0.05 0.04 -0.19 0.09
H 4.590682 0.727354 -8.571890 0.01 -0.18 -0.08 0.09
H 4.787027 -0.828917 -7.718113 -0.02 0.03 -0.19 0.09
H 5.201733 0.692696 -6.907219 -0.05 -0.03 -0.03 0.08
C -6.178344 -4.139904 9.522875 -0.13 0.16 -0.22 -0.03
C -7.208928 -5.239518 9.560586 -0.29 -0.03 -0.16 -0.51
O -8.204967 -5.190771 8.873451 0.17 0.01 0.05 0.06
C -6.947469 -6.399467 10.485999 -0.25 -0.13 -0.08 -0.02
H -6.496502 -3.373661 8.816390 -0.01 -0.05 0.04 0.08
H -6.078490 -3.687351 10.510867 0.18 -0.09 0.01 0.09
H -5.216904 -4.542534 9.198144 0.07 0.02 0.20 0.08
H -6.880838 -6.046422 11.516574 0.19 -0.03 -0.01 0.09
H -6.018374 -6.898633 10.204910 0.08 0.08 0.16 0.09
H -7.766769 -7.113201 10.411203 0.03 0.06 -0.01 0.08
```
Forces are in eV/Å.